Entry 1:
{"formula": "C7H10N7O", "method": "ωB97M-V with the def2-TZVPD basis set", "species": ["C", "H", "C", "H", "N", "N", "N", "C", "H", "N", "H", "N", "H", "O", "C", "C", "H", "H", "H", "N", "C", "C", "H", "N", "H"], "xyz": [[1.61556, -0.44295, 0.25058], [4.25814, -1.97510, -0.76830], [-2.24174, 0.45720, -0.45319], [-0.49914, 0.04700, -1.32579], [3.48828, 0.96287, 0.44816], [5.23607, -0.14751, -0.25132], [0.91079, 0.44498, 0.91615], [-1.16942, -0.31687, -0.68648], [-0.01778, 0.37188, 1.01034], [1.16623, -1.60959, -0.23937], [-4.58694, 1.73740, 0.00469], [-3.34185, 0.04918, 0.27896], [1.21883, 1.44759, 0.99251], [0.08786, -3.51026, 0.36178], [4.16639, -0.90115, -0.35288], [3.07745, -0.24081, 0.08638], [-2.09993, -1.96384, -0.04314], [1.89452, -2.31557, -0.41585], [-5.07721, 0.33906, 0.92844], [4.78316, 0.97789, 0.20572], [-4.34082, 0.75830, 0.41169], [-0.06268, -2.36887, 0.07141], [5.50039, 1.71414, 0.40836], [-1.15243, -1.62493, -0.12567], [-1.95010, 1.45953, -0.83961]], "de_lowest_kcal_mol": 45.9, "energy_ha": -730.961333, "smiles": "C=N/C=C\\NC(=O)NC(=[NH2+])c1cn[nH]n1", "spin_multiplicity": 1, "e_lumo_ev": -4.202, "homo_lumo_gap_ev": 8.504, "total_charge": 1}

---

Entry 2:
{"formula": "C7H10NO", "method": "ωB97M-V with the def2-TZVPD basis set", "species": ["H", "C", "H", "C", "H", "C", "C", "H", "H", "C", "C", "H", "N", "O", "H", "H", "H", "H", "C"], "xyz": [[-1.94065, -0.88898, 1.36203], [0.11684, -0.22620, 0.87806], [-0.85305, -0.38513, 2.57671], [-0.23149, 0.54912, -1.75925], [-0.19701, 1.84142, 0.00653], [0.37966, -1.47109, 0.11632], [0.35375, -1.58115, -1.10892], [-1.36632, 0.38199, -1.56115], [0.00374, 1.38415, -2.44466], [0.26600, 0.90153, -0.25808], [0.26263, -0.80121, -2.29837], [1.29702, 1.27660, -0.24702], [-1.25338, -0.15711, 1.63615], [0.82490, -0.18679, 3.23770], [-0.51382, -0.92288, -3.00551], [2.21537, 0.23862, 2.01012], [1.19832, -0.63014, -2.86870], [-1.74047, 0.78981, 1.66220], [1.17794, -0.11255, 2.06584]], "de_lowest_kcal_mol": 94.5, "energy_ha": -402.308664, "smiles": "[NH3+][C@@]1(C=O)C#CCCC1", "spin_multiplicity": 1, "e_lumo_ev": -4.000, "homo_lumo_gap_ev": 9.940, "total_charge": 1}

---

Entry 3:
{"formula": "C7H10NO3", "method": "ωB97M-V with the def2-TZVPD basis set", "species": ["C", "H", "H", "C", "H", "N", "O", "H", "H", "H", "C", "H", "C", "O", "H", "C", "H", "H", "O", "C", "C"], "xyz": [[-3.11069, 1.65133, -0.05528], [1.22135, -1.35708, 1.56302], [1.25695, -1.74196, -1.25572], [0.84823, 0.04571, -0.15678], [0.56046, 2.05932, -0.98732], [-1.27138, -0.97291, 0.32532], [-3.07231, -2.09797, 0.95767], [2.26401, 0.05038, 1.55928], [2.38059, 1.65795, -0.66692], [0.73325, 0.20035, 2.18945], [1.29060, 1.54092, -0.32946], [2.69349, -0.58025, -1.17290], [1.23628, -0.28889, 1.36894], [-3.55302, 2.15933, -1.00085], [1.26044, 2.07245, 0.65929], [-0.65857, -0.11383, -0.46500], [-0.74764, -1.56383, 1.00780], [1.24923, -0.46076, -2.27328], [-3.44229, -0.34296, -0.34280], [-2.73385, -1.15222, 0.30191], [1.59485, -0.76509, -1.22635]], "de_lowest_kcal_mol": 51.0, "energy_ha": -553.181477, "spin_multiplicity": 1, "e_lumo_ev": 3.224, "homo_lumo_gap_ev": 7.436, "total_charge": -1}

---

Entry 4:
{"formula": "C7H10O", "method": "ωB97M-V with the def2-TZVPD basis set", "species": ["H", "C", "H", "C", "H", "C", "H", "C", "C", "C", "H", "H", "H", "C", "O", "H", "H", "H"], "xyz": [[0.35815, -1.69427, 0.02332], [-1.72002, -0.03814, -0.72142], [-0.19697, 0.14965, -2.07137], [-0.23601, 0.11009, -1.06564], [-2.35788, 0.84845, -1.18148], [-0.11306, 0.24726, 1.05293], [-1.74703, -0.95096, 1.44559], [0.58946, -0.70712, -0.10059], [0.23295, 1.24267, -0.10608], [-1.61970, 0.03205, 0.94369], [0.53639, 0.59379, 1.92560], [-2.19346, 0.93807, 1.24974], [-2.08683, -0.91063, -1.29922], [2.18751, -0.63928, 0.01883], [0.81173, 2.29215, -0.09167], [2.64503, -0.91673, 1.07922], [2.37427, 0.47778, -0.13378], [2.53548, -1.07481, -0.96768]], "de_lowest_kcal_mol": 71.4, "energy_ha": -347.849460, "spin_multiplicity": 1, "e_lumo_ev": 1.024, "homo_lumo_gap_ev": 9.906, "total_charge": 0}